Formula: C10H30LiO5S5
Source: the OMol25 dataset
Level of theory: the ωB97M-V functional and the def2-TZVPD basis

The value obtained for the HOMO energy is -10.65 eV. Its net charge is +1. As for the frontier orbital gap: 0.3201 hartree. The calculation puts the total energy at -2773.256227 hartree.

Atoms and positions in Å:
H: -2.2643 2.1645 -0.9312
H: 0.9517 3.2345 -3.1922
C: -2.9723 1.8115 -0.1202
H: -5.0783 0.2135 1.2068
S: 0.4117 -3.8065 -1.5222
H: 1.9847 -3.0445 -3.1452
H: 2.1937 -3.0025 4.0768
H: -2.3793 -0.3405 -3.0692
H: -3.6663 0.6455 2.2668
H: 2.5427 -2.8225 1.9968
H: 0.0667 -4.8795 0.4238
H: -2.1743 0.9575 -4.3792
H: -2.4813 1.6095 -2.7642
H: -0.7283 -2.4175 2.2758
C: -4.0083 -0.0855 1.4268
S: -2.9573 0.0375 0.0258
S: 2.0397 3.9125 -0.2292
O: 0.1077 0.4315 -1.7592
S: 1.1127 -1.1645 3.0988
C: 1.2807 2.7655 0.9158
H: 3.2957 -1.9525 3.1708
C: -1.9493 0.6755 -3.3392
C: 0.0017 2.7365 -3.2812
H: -2.7863 2.1905 0.8998
H: 3.0777 5.1765 1.6918
H: -3.9553 2.2235 -0.4232
H: 2.7927 -3.3105 -1.5842
H: -0.4373 -3.1355 3.7528
S: -0.1493 0.8865 -3.1622
H: -1.2523 -1.4385 3.6448
H: 1.9397 -4.9895 0.2178
O: 1.0977 -0.4645 1.7738
H: 1.4057 1.8555 0.2158
H: 2.2937 6.2495 0.4048
H: -4.0353 -0.9445 1.7568
C: 1.9337 -3.6845 -2.2522
O: 0.2317 -2.5115 -0.6592
H: 1.1087 5.3175 1.1668
C: 0.9607 -4.9955 -0.2872
C: 2.1987 5.2655 0.8378
H: 0.2147 2.7905 0.8418
Li: 0.0797 -0.7365 0.0608
H: -0.6203 2.9445 -2.4642
H: -0.3433 2.9385 -4.3992
H: 1.0467 -5.8525 -0.8162
H: 1.8627 2.7885 1.7578
C: -0.3923 -2.1165 3.1788
C: 2.3357 -2.4085 3.0828
O: -1.6693 -0.4855 0.6948
O: 3.4687 3.4715 -0.5302
H: 2.2617 -4.7065 -2.5542

Force components x, y, z for each atom (eV/Å):
H -0.47 -0.55 1.49
H 0.72 -0.70 0.32
C 0.44 1.35 -0.18
H 1.15 -0.22 -0.09
S -0.36 2.57 3.52
H -0.44 -0.22 0.23
H 0.19 0.31 -2.30
H 1.03 1.37 -0.18
H -0.27 -1.29 -1.52
H -1.35 -0.27 2.23
H 1.54 -1.00 -0.70
H 0.01 -0.55 0.10
H 1.12 -2.60 -1.05
H -0.78 -0.45 -3.48
C -1.78 10.52 -1.43
S 1.00 -1.53 0.51
S 2.10 -0.08 -1.60
O 0.15 0.54 0.54
S -0.55 1.00 0.55
C 0.09 -1.80 -4.90
H 0.62 1.00 0.64
C -1.54 3.00 0.44
C -0.98 -1.43 -3.07
H 0.43 0.21 -0.62
H -2.60 -0.19 -2.02
H 0.20 -0.76 0.13
H -1.66 -0.42 -0.49
H 0.79 2.10 -0.42
S 0.77 -1.08 -0.36
H 2.04 -1.30 -0.95
H -0.33 1.36 -0.17
O 0.04 -0.25 -0.33
H 0.46 0.70 1.66
H 0.58 -0.04 -0.83
H 0.12 -8.84 3.10
C 4.27 0.34 -1.37
O -0.03 -1.96 -1.65
H 1.36 0.05 0.73
C -1.84 2.12 2.17
C -0.25 1.08 3.14
H -0.73 0.82 0.97
Li 0.20 -0.01 -0.28
H -1.26 1.46 0.73
H 0.07 -0.11 2.58
H -0.70 -3.35 -1.38
H 0.74 -0.54 2.47
C -1.93 -0.34 4.53
C 0.88 -1.79 -0.76
O -1.05 1.24 -0.97
O -1.80 -0.05 0.33
H -0.41 0.58 -0.02

Results of the natural (NBO) charge analysis, in e, for atoms 1 through 8:
1. H 0.245
2. H 0.273
3. C -0.852
4. H 0.239
5. S 1.286
6. H 0.261
7. H 0.264
8. H 0.275

Formula: C10H30N4O4PS
Source: the OMol25 dataset
Level of theory: the ωB97M-V functional and the def2-TZVPD basis

The value obtained for the HOMO energy is -10.72 eV. Its net charge is +1. As for the frontier orbital gap: 0.2280 hartree. The calculation puts the total energy at -1658.146882 hartree.

Atoms and positions in Å:
C: -0.2341 -0.5046 1.8487
C: -2.1872 -3.0295 -1.6722
H: -1.6218 5.4305 -1.5494
C: 1.2070 -0.1962 3.9478
C: 1.4400 -2.1394 1.3461
H: -0.7673 -1.3134 2.3620
C: 0.3959 0.4834 2.8492
O: 0.2312 5.4216 0.2204
H: -1.8100 -2.0023 -1.6233
H: -0.5555 -4.3443 -0.1323
C: 3.5097 3.9059 -0.8005
H: 1.4177 0.5105 4.7544
C: -1.6833 -4.9569 -2.9928
H: 2.0668 4.5141 -2.8586
C: -3.2323 -4.7969 -0.1352
N: -1.0344 4.7896 -2.1176
H: 3.4494 3.0415 -1.5373
H: 1.9036 0.9502 1.5873
H: -2.7181 -4.8649 -3.3343
H: -4.1281 -4.7255 -0.7588
H: -2.9479 -2.7404 0.3087
H: 1.7331 -2.7284 0.4741
H: -1.0533 -5.1795 -3.8566
H: 4.1428 3.8190 0.1437
O: 0.6799 -1.0293 0.8898
H: -0.4230 1.0195 3.3402
H: 0.6417 2.4650 -1.7895
H: 0.6554 -1.0360 4.3795
H: 3.1712 6.0144 -0.4516
N: 1.7519 5.1447 -2.1050
H: 0.8674 -2.7819 2.0198
H: -2.6755 -5.6857 -0.4376
N: -1.1217 -3.7400 0.4634
S: 1.4314 6.7913 -2.7022
H: -3.1328 -2.9867 -2.2259
H: 0.6800 1.9798 1.4976
H: -3.5588 -4.9615 0.8947
O: -1.2071 -3.7579 -2.4022
H: 1.4330 7.6549 -1.6099
H: 2.1698 -0.5671 3.5912
H: -0.6051 -2.8629 0.4740
H: -0.4932 6.0859 0.1408
P: 0.2755 4.5291 -1.2286
N: 1.2477 1.4694 2.1711
C: 2.8511 5.1232 -1.0612
C: -2.3988 -3.5225 -0.2272
H: -0.9852 0.0411 1.2671
H: -1.5860 -5.7884 -2.2921
H: 2.3552 -1.7961 1.8325
O: 0.4516 2.8535 -0.9023

Force components x, y, z for each atom (eV/Å):
C -0.17 0.30 -0.09
C 0.20 0.25 0.14
H 0.10 -0.46 -0.93
C -0.03 0.00 0.27
C 0.44 0.04 -0.10
H 0.14 -0.06 0.06
C 0.33 -0.32 0.00
O 1.03 -1.68 -2.39
H 0.09 -0.08 -0.01
H -0.11 -0.04 0.14
C -1.24 2.48 -0.81
H -0.01 -0.02 -0.12
C 0.36 -0.07 -0.02
H -0.35 0.53 -0.19
C -0.27 -0.04 0.10
N 2.63 -0.06 1.99
H -0.12 0.97 1.38
H -0.03 0.01 0.16
H -0.01 0.01 0.09
H 0.07 -0.02 0.02
H 0.09 0.07 -0.08
H -0.09 0.08 0.01
H -0.02 0.11 0.06
H -0.74 0.17 -1.71
O -0.32 -0.06 0.20
H -0.03 -0.02 -0.14
H -0.38 -0.24 0.70
H 0.05 0.04 -0.05
H -1.33 -0.75 -1.01
N 1.50 0.45 2.85
H 0.04 0.09 0.05
H 0.03 0.11 -0.02
N 0.04 0.27 -0.18
S -0.17 1.08 -1.25
H -0.04 -0.16 0.00
H 0.01 0.02 0.12
H 0.09 0.03 -0.08
O -0.42 0.14 -0.01
H 0.29 -1.51 -0.11
H -0.09 0.02 -0.07
H -0.19 -0.05 -0.04
H 0.53 -0.69 -0.03
P -5.99 -0.62 1.11
N -0.13 0.09 -0.30
C 2.99 -3.51 1.61
C 0.12 -0.43 -0.17
H 0.09 -0.02 -0.07
H -0.20 -0.09 -0.06
H -0.01 -0.13 0.13
O 1.24 3.80 -1.16

Results of the natural (NBO) charge analysis, in e, for atoms 1 through 8:
1. C -0.083
2. C -0.074
3. H 0.388
4. C -0.616
5. C -0.270
6. H 0.184
7. C -0.081
8. O -0.939

Formula: C10H30N6O4
Source: the OMol25 dataset
Level of theory: the ωB97M-V functional and the def2-TZVPD basis

The value obtained for the HOMO energy is -8.86 eV. Its net charge is 0. As for the frontier orbital gap: 0.3444 hartree. As for the SMILES: COC[C@H](C)N.COC[C@H](C)N.NC(N)=O.NC(N)=O. The calculation puts the total energy at -1028.555634 hartree.

Atoms and positions in Å:
C: 1.7579 -2.2614 2.8793
C: -0.0907 -0.1621 -2.1706
O: 3.5500 -4.6631 -3.0511
N: -0.9101 0.4141 -3.0764
H: -2.1616 1.8153 2.5029
H: 1.7293 -2.3799 -1.8525
N: -3.4128 1.6194 -1.4435
H: -3.9397 1.6185 -2.3106
H: -2.1584 3.2999 -1.8080
H: -4.5197 4.0217 -2.4879
H: -5.0749 3.5481 -0.9011
H: 0.3505 -0.3063 -0.2885
H: 1.0202 -2.8339 2.3094
H: -1.6653 1.0041 -2.7614
O: 0.9429 -0.7697 -2.5452
H: 1.6301 -1.4718 4.9305
H: 1.5871 1.5172 0.5645
C: -1.2785 2.1810 1.9755
H: -3.9947 4.9558 -1.0680
H: -3.9859 1.2468 -0.7017
N: 2.8026 -3.1534 3.4291
H: 1.9848 -3.9666 -4.8521
N: 2.3758 -3.1653 -1.7714
H: -0.4744 1.4496 2.0477
H: 0.2131 -2.2284 4.3712
H: 0.6093 -0.6241 3.7644
C: 1.0351 -1.5940 4.0216
H: 3.3836 -0.8945 2.4527
H: 2.3601 -3.7914 4.0933
C: 2.6302 -3.8432 -2.9475
H: -1.1807 0.5981 -0.6479
H: 2.6497 0.3274 -0.2020
H: 3.1056 -3.0909 -1.0912
H: 1.3807 -2.5633 -3.9520
C: 2.4953 -1.2901 1.9516
H: 2.8028 -1.8822 1.0803
C: 2.3256 0.7361 0.7625
C: -2.7036 3.0955 0.3036
H: -3.5653 2.7910 0.9135
O: 1.6737 -0.2104 1.5615
C: -4.2190 3.9540 -1.4424
O: -1.5635 2.3272 0.5956
H: -2.5713 4.1355 0.6350
N: -0.4260 -0.0315 -0.8720
H: -0.7093 0.4035 -4.0559
C: -3.0075 3.0176 -1.1868
H: 3.1749 1.2557 1.2222
N: 1.9138 -3.4175 -4.0183
H: -0.9114 3.1056 2.4270
H: 3.0396 -3.8438 2.7109

Force components x, y, z for each atom (eV/Å):
C 0.48 0.14 0.20
C 1.39 -0.57 -1.02
O -1.11 0.17 0.18
N -0.80 0.54 0.02
H -0.01 0.02 0.17
H 0.37 -0.05 0.21
N 0.96 0.31 -1.02
H -0.15 -0.36 0.14
H 0.16 -0.10 0.14
H 0.25 -0.05 -0.08
H -0.02 0.13 0.12
H -0.57 0.25 0.70
H -0.01 0.17 -0.26
H -0.08 -0.23 0.10
O -1.02 0.38 0.47
H 0.47 0.16 -0.33
H 0.03 -0.06 -0.13
C 0.17 -0.16 -0.27
H -0.17 0.05 -0.14
H -0.16 0.08 0.06
N -0.41 -1.06 -0.34
H 0.00 0.18 -0.13
N -1.04 0.01 -0.53
H -0.08 -0.11 0.04
H -0.08 0.03 -0.23
H 0.04 -0.08 -0.14
C -0.70 0.07 0.89
H 0.07 -0.15 0.09
H -0.01 0.47 0.29
C 2.31 0.17 0.43
H 0.20 0.07 0.67
H 0.02 -0.12 0.05
H 0.25 -0.24 -0.11
H -0.08 -0.16 -0.18
C -0.08 -0.25 0.14
H 0.20 0.23 -0.15
C -0.13 0.83 -0.55
C 0.54 0.80 0.27
H -0.16 -0.50 -0.25
O -0.27 -0.28 0.15
C 0.56 -0.03 0.24
O 0.00 -0.09 -0.05
H 0.34 0.11 -0.28
N 0.33 -0.46 -0.91
H 0.37 -0.22 0.00
C -1.99 -0.19 0.92
H 0.07 -0.44 0.34
N -0.57 -0.03 0.24
H -0.20 0.19 -0.03
H 0.32 0.45 -0.14

Results of the natural (NBO) charge analysis, in e, for atoms 1 through 8:
1. C -0.074
2. C 0.785
3. O -0.685
4. N -0.840
5. H 0.169
6. H 0.415
7. N -0.861
8. H 0.362